(1)
Formula: C7H12
Source: the Open Molecules 2025 dataset
Level of theory: ωB97M-V/def2-TZVPD

ΔE to the lowest compared entry with this formula, charge and spin, eV: 4.1594
DFT total energy, eV: -7449.272
Structure (SMILES): CC1(C)CC1.C#C
Orbital gap, eV: 10.66
LUMO energy, eV: 1.061
Multiplicity: 1

The geometry in XYZ format:
```
19
Properties=species:S:1:pos:R:3:forces:R:3:nbo_charge:R:1
C 4.434537 0.429071 0.674208 1.4 -2.0 1.7 -0.24
H -0.753722 -1.710990 1.601860 -1.0 0.5 -1.1 0.22
H 3.192637 1.137281 -1.015047 -0.3 -0.3 -0.5 0.24
C -0.944031 -1.568775 0.495279 1.7 -3.5 -1.1 -0.60
H 0.072789 -1.996547 0.074070 -1.8 0.8 0.6 0.20
C -0.098189 0.881281 0.163737 1.4 -0.7 0.2 -0.44
C -0.348417 0.251039 -1.174985 -1.3 1.6 -3.3 -0.40
C 3.740584 0.577001 -0.301461 0.5 1.0 0.8 -0.26
H -1.733667 -2.317284 0.036085 1.3 1.3 1.3 0.21
H -3.253279 -0.488450 0.521551 0.2 0.3 0.1 0.22
C -1.174466 -0.213211 -0.064575 0.3 0.9 2.7 -0.09
H -0.967396 0.788822 -2.027047 1.6 -0.9 1.7 0.20
H 0.473102 -0.387389 -1.552627 -0.7 0.4 0.2 0.22
H -2.990220 0.528647 -0.882974 -0.2 0.2 0.4 0.21
H -2.709469 1.244733 0.758818 0.2 -1.1 -0.6 0.22
H 0.946173 0.693626 0.516033 -1.1 -0.5 0.0 0.22
H -0.355389 1.861212 0.522926 -0.7 0.3 -0.6 0.22
H 5.081918 -0.021922 1.524391 -1.6 1.3 -2.0 0.26
C -2.613488 0.311859 0.129751 0.1 0.4 -0.7 -0.60
```
Positions in Å, forces in eV/Å.


(2)
Formula: C7H12AgCl6NiO7P
Source: the Open Molecules 2025 dataset
Level of theory: ωB97M-V/def2-TZVPD

ΔE to the lowest compared entry with this formula, charge and spin, eV: 1.0588
DFT total energy, eV: -151251.244
⟨S²⟩: 3.7657
Orbital gap (spin up / spin down), eV: 6.95 / 5.83
Charge: -1
LUMO energy (spin up / spin down), eV: 1.878 / 0.720
Multiplicity: 4

The geometry in XYZ format:
```
35
Properties=species:S:1:pos:R:3:forces:R:3:lowdin_spin:R:1
Cl -3.180713 -2.480391 0.109579 0.3 -0.8 -0.3 0.00
O -0.964374 0.437592 -2.675227 -2.2 -2.7 -0.3 0.60
Ag 0.579876 -0.544958 -1.543648 0.2 -1.5 1.3 0.05
P -0.128652 1.593094 -3.225788 -1.8 0.2 -1.9 0.00
H 4.070828 3.481773 -2.549265 0.0 0.7 0.2 0.00
H 3.673976 3.323264 0.078312 0.1 0.7 -0.9 0.00
Cl -0.591659 -0.242017 4.645066 1.0 1.0 0.6 0.00
O -0.787972 2.813733 -2.589785 -0.1 2.1 -0.5 0.11
H -1.408413 -1.050782 2.584541 -0.1 0.4 0.0 0.00
C -3.045291 0.087025 3.552342 1.4 -0.2 -1.0 0.00
H -0.716855 -5.145805 -0.915383 0.1 0.2 0.4 0.00
Cl 6.154332 4.130965 -1.501894 -0.5 -0.1 -0.1 0.00
O -1.055150 -0.121068 0.172602 -2.5 -6.4 3.2 0.03
C -1.702344 -4.693409 -0.804641 0.6 1.0 0.5 0.00
H 3.141924 1.946334 -0.821079 0.3 -0.3 -0.3 0.00
C 4.021192 2.556363 -0.614066 0.9 -0.1 -0.6 0.00
H -2.612579 0.924277 3.004729 -0.6 0.6 0.4 0.00
O -1.200763 1.929912 0.328241 -3.1 5.3 3.4 0.07
O -0.301905 1.260021 -4.695865 1.1 0.9 1.0 0.30
Cl -4.416400 -0.475951 2.501905 0.6 0.1 1.0 0.00
H -0.902041 -2.826663 0.047076 0.2 -0.2 -0.1 0.00
H -3.353055 0.313798 4.573108 -0.3 0.1 -0.3 0.00
C -1.814192 -0.852490 3.576574 -1.6 -1.6 -0.2 0.00
C 4.800454 3.000247 -1.898211 -1.2 0.9 0.2 0.00
C -0.536586 0.895445 0.655873 -4.0 1.1 -7.8 0.01
H -1.913687 -4.254298 -1.779628 -0.5 -0.3 0.0 0.00
Ni 0.297837 2.663976 -1.044921 -1.1 -1.4 2.7 1.65
H -1.714119 -3.826877 1.279256 0.3 -0.4 -0.3 0.00
Cl -2.780445 -6.048482 -0.391221 -0.2 0.2 -0.1 0.00
H 5.245226 2.321500 -2.625928 -0.1 -0.9 1.0 0.00
O 0.589909 1.048171 0.184492 10.6 1.7 0.7 0.09
O 1.122975 1.461688 -2.351816 3.3 0.7 -1.5 0.09
C -1.708678 -3.536958 0.228537 -0.7 0.1 -0.3 0.00
H -2.013512 -1.812479 4.052791 -0.6 -0.1 -0.4 0.00
Cl 5.150855 1.723451 0.453343 0.4 -1.0 0.5 0.00
```
Positions in Å, forces in eV/Å.


(3)
Formula: C7H12AsBO2ReS5
Source: the Open Molecules 2025 dataset
Level of theory: ωB97M-V/def2-TZVPD

DFT total energy, eV: -129353.192
⟨S²⟩: 0.7630
Orbital gap (spin up / spin down), eV: 6.73 / 6.37
Charge: +2
LUMO energy (spin up / spin down), eV: -9.692 / -10.088
Multiplicity: 2

The geometry in XYZ format:
```
29
Properties=species:S:1:pos:R:3:forces:R:3:lowdin_spin:R:1
H -2.052029 4.994462 0.286739 0.0 0.0 0.0 0.00
C -2.054477 0.036032 0.001601 0.3 0.0 0.1 0.04
H 2.616269 3.254998 -2.236153 0.0 0.0 0.0 0.00
C -0.493797 4.200511 -0.941498 0.0 0.0 0.0 0.00
C 1.566660 3.529169 -2.332192 0.0 0.0 0.0 0.00
S -3.356003 -0.133358 -0.693823 -0.2 0.0 -0.1 0.14
As 3.443743 -0.461893 2.442598 0.3 -0.1 0.2 0.00
H -0.709615 6.108879 0.034066 0.0 0.0 0.0 0.00
S 4.265587 1.298990 2.092164 -0.1 -0.2 0.1 0.00
C -0.968052 5.064972 0.208671 0.0 0.0 0.0 0.00
H 1.646060 6.071593 -1.126281 0.0 0.0 0.0 0.00
C 1.057797 4.015986 -0.990361 0.0 0.0 0.0 0.00
O -0.962527 2.803564 -0.620880 0.0 0.0 0.0 0.01
B 0.098963 2.248487 -0.022149 0.0 -0.3 0.1 0.01
O 1.274973 2.878548 -0.030836 0.0 0.0 0.0 0.00
H 1.490011 4.316812 -3.080859 0.0 0.0 0.0 0.00
S 1.612414 -0.650350 0.548676 -0.1 0.0 -0.2 0.08
H 1.601525 5.458306 0.532117 0.0 0.0 0.0 0.00
C -1.125980 4.617835 -2.246840 0.0 0.0 0.0 0.00
S -0.448892 1.199620 2.786089 0.0 0.2 0.4 0.01
S 3.255402 -2.218582 3.328856 0.0 0.2 -0.1 0.01
H -0.523215 4.759354 1.157576 0.0 0.0 0.0 0.00
Re -0.239395 0.275693 0.994606 -0.1 0.1 -0.5 0.70
H -0.924372 3.904753 -3.042973 0.0 0.0 0.0 0.00
H -0.736799 5.591436 -2.549039 0.0 0.0 0.0 0.00
H 1.008219 2.661794 -2.688608 0.0 0.0 0.0 0.00
H -2.203161 4.716292 -2.121463 0.0 0.0 0.0 0.00
C 1.848192 5.204087 -0.496257 0.0 0.0 0.0 0.00
H 2.913539 4.988069 -0.561314 0.0 0.0 0.0 0.00
```
Positions in Å, forces in eV/Å.